17
Properties=species:S:1:pos:R:3:nbo_charge:R:1 method="wB97M-V/def2-TZVPD" e_tot_ev=-9337.319 orbital_gap_ev=9.61 max_force_ev_per_a=1.3 homo_energy_ev=-8.8 charge=0 molar_mass_g_mol=102.1
C -1.136 1.589 -1.072 -0.398
N -0.120 0.877 -0.329 -0.486
C 1.227 0.857 -0.889 -0.411
C -0.445 -0.018 0.690 0.697
O -1.121 0.294 1.638 -0.571
C 0.213 -1.376 0.626 -0.326
N -0.394 -2.290 1.573 -0.817
H -1.978 1.817 -0.422 0.226
H -0.715 2.525 -1.425 0.197
H -1.525 0.994 -1.901 0.179
H 1.389 0.012 -1.565 0.184
H 1.988 0.952 -0.113 0.206
H 1.335 1.754 -1.509 0.208
H 0.284 -1.886 -0.334 0.208
H 1.267 -1.129 0.872 0.182
H -0.463 -1.864 2.489 0.372
H 0.192 -3.109 1.671 0.352